# 1
A cluster of 5 separate species, C18H26Br4O in total. Source: the OMol25 dataset; level of theory: ωB97M-V with the def2-TZVPD basis set.

Molecular weight in g mol⁻¹: 578.02
Spin multiplicity: 2
Energy in hartree: -11072.38755
Total charge: +1
Frontier orbital gap (spin up / spin down) in Eh: 0.2442 / 0.0828
⟨S²⟩: 0.77
LUMO (spin up / spin down) in eV: -4.4 / -8.8
Highest occupied orbital energy (spin up / spin down) in eV: -11.021 / -11.021

Last column: Löwdin spin population.
CARTESIAN COORDINATES (ANGSTROEM)
Br1 -2.062 -1.093 1.586  0.002
C1 -0.272 -0.369 1.347  0.000
C2 0.717 -1.364 1.933  0.001
Br2 2.570 -0.842 1.436  0.000
H1 -0.201 0.620 1.799  0.000
H2 -0.149 -0.124 0.292  0.000
H3 0.568 -2.321 1.434  0.001
H4 0.576 -1.414 3.013  0.000
Br3 -0.351 2.875 3.730  0.000
C3 -2.009 2.332 4.770  0.000
C4 -1.705 1.251 5.828  0.000
Br4 -0.606 -0.279 5.110  0.000
H5 -2.730 1.926 4.061  0.000
H6 -2.531 3.120 5.313  0.000
H7 -2.609 0.959 6.363  0.000
H8 -1.151 1.778 6.605  0.000
C5 1.496 -3.732 -1.164  0.062
C6 1.792 -5.033 -1.478  0.114
C7 0.978 -5.829 -2.274  0.316
C8 -0.102 -5.164 -2.842  0.058
C9 -0.419 -3.872 -2.577  0.113
C10 0.309 -3.184 -1.615  0.304
H9 2.129 -3.237 -0.442  -0.001
H10 2.616 -5.517 -0.976  0.002
H11 1.200 -6.853 -2.535  0.012
H12 -0.684 -5.769 -3.523  -0.001
H13 -1.310 -3.403 -2.969  0.003
H14 0.011 -2.170 -1.394  0.013
C11 1.816 3.702 -1.553  0.000
C12 1.831 2.566 -0.765  0.000
C13 2.104 2.714 0.602  0.000
C14 2.374 3.968 1.143  0.000
C15 2.345 5.135 0.343  0.000
C16 1.998 4.991 -0.997  0.000
H15 1.630 3.726 -2.616  0.000
H16 1.550 1.612 -1.187  0.000
H17 2.120 1.879 1.287  0.000
H18 2.675 4.106 2.171  0.000
H19 2.581 6.096 0.774  0.000
H20 1.877 5.811 -1.688  0.000
C17 -2.615 0.583 -2.331  0.000
C18 -2.053 -0.059 -3.565  0.000
O1 -2.710 -1.290 -3.807  0.000
H21 -1.975 1.446 -2.151  0.000
H22 -2.585 0.036 -1.389  0.000
H23 -3.605 0.964 -2.582  0.000
H24 -0.979 -0.158 -3.410  0.000
H25 -2.045 0.541 -4.475  0.000
H26 -2.404 -1.664 -4.636  0.000

# 2
A cluster of 13 separate species, C42H106N4O14 in total. Source: the OMol25 dataset; level of theory: ωB97M-V with the def2-TZVPD basis set.

Molecular weight in g mol⁻¹: 891.32
Spin multiplicity: 1
Energy in hartree: -2936.25891
Frontier orbital gap in Eh: 0.3584
LUMO in eV: 0.4
Highest occupied orbital energy in eV: -9.385

Last column: Löwdin charge in e.
CARTESIAN COORDINATES (ANGSTROEM)
C1 -1.433 -6.176 0.299  -0.102
C2 -1.182 -5.715 1.749  -0.268
C3 0.301 -5.548 2.043  -0.226
C4 0.964 -4.498 1.151  -0.231
C5 2.278 -4.013 1.725  -0.258
C6 3.207 -3.429 0.670  -0.111
H1 -2.478 -6.038 0.035  0.070
H2 -1.119 -7.218 0.166  0.077
H3 -0.818 -5.596 -0.393  0.037
H4 -1.685 -4.739 1.814  0.096
H5 -1.594 -6.417 2.472  0.103
H6 0.746 -6.525 1.807  0.120
H7 0.433 -5.318 3.098  0.085
H8 1.218 -4.955 0.189  0.089
H9 0.289 -3.648 1.008  0.116
H10 2.073 -3.235 2.471  0.090
H11 2.825 -4.837 2.196  0.115
H12 2.748 -2.529 0.250  0.055
H13 4.191 -3.173 1.065  0.077
H14 3.381 -4.115 -0.163  0.061
C7 2.160 2.986 5.000  -0.104
C8 3.359 2.078 5.483  -0.240
C9 3.583 0.886 4.561  -0.237
C10 3.873 1.224 3.117  -0.238
C11 4.145 0.006 2.266  -0.255
C12 4.168 0.339 0.772  -0.105
H15 2.366 3.505 4.068  0.055
H16 1.978 3.752 5.766  0.064
H17 1.223 2.417 4.957  0.066
H18 4.230 2.750 5.497  0.103
H19 3.112 1.778 6.503  0.097
H20 2.687 0.244 4.638  0.091
H21 4.373 0.209 4.925  0.118
H22 3.078 1.836 2.678  0.095
H23 4.768 1.868 3.050  0.130
H24 5.123 -0.437 2.496  0.113
H25 3.397 -0.776 2.449  0.093
H26 4.736 1.228 0.532  0.058
H27 4.552 -0.502 0.184  0.049
H28 3.132 0.394 0.402  0.062
C13 0.461 -1.584 4.653  -0.113
C14 -0.352 -2.853 4.411  -0.273
C15 -1.446 -3.002 5.451  -0.239
C16 -2.379 -4.156 5.180  -0.241
C17 -3.499 -4.371 6.224  -0.268
C18 -3.053 -4.729 7.633  -0.116
H29 1.361 -1.504 4.022  0.042
H30 0.846 -1.561 5.677  0.080
H31 -0.112 -0.684 4.411  0.073
H32 -0.744 -2.839 3.388  0.105
H33 0.310 -3.724 4.484  0.098
H34 -2.041 -2.081 5.400  0.120
H35 -1.062 -3.057 6.471  0.111
H36 -2.812 -4.120 4.171  0.105
H37 -1.772 -5.084 5.101  0.115
H38 -4.120 -3.462 6.249  0.107
H39 -4.141 -5.151 5.791  0.102
H40 -2.503 -5.673 7.663  0.074
H41 -2.428 -3.953 8.074  0.063
H42 -3.942 -4.854 8.253  0.068
C19 -8.689 2.732 0.675  -0.125
C20 -7.208 2.483 0.924  -0.287
C21 -6.928 2.260 2.395  -0.232
C22 -5.495 2.579 2.796  -0.251
C23 -4.507 1.938 1.898  -0.277
C24 -3.044 2.153 2.342  -0.093
H43 -8.967 2.839 -0.371  0.065
H44 -8.989 3.666 1.185  0.076
H45 -9.359 2.014 1.171  0.075
H46 -6.875 1.610 0.365  0.100
H47 -6.690 3.380 0.564  0.112
H48 -7.045 1.178 2.548  0.118
H49 -7.635 2.798 3.025  0.110
H50 -5.353 3.671 2.814  0.121
H51 -5.363 2.277 3.843  0.119
H52 -4.709 0.862 1.866  0.121
H53 -4.554 2.383 0.902  0.085
H54 -2.305 2.031 1.552  0.038
H55 -2.928 3.135 2.818  0.075
H56 -2.759 1.409 3.088  0.068
C25 3.535 3.759 0.237  -0.220
C26 2.888 3.750 -1.129  -0.232
O1 3.835 3.952 -2.207  -0.085
O2 3.688 5.085 0.824  -0.081
H57 4.526 3.294 0.150  0.110
H58 2.909 3.185 0.915  0.093
H59 2.107 4.518 -1.180  0.101
H60 2.451 2.756 -1.259  0.071
H61 4.026 4.895 -2.274  0.074
H62 4.348 5.573 0.317  0.073
C27 -0.027 -0.819 -5.364  -0.174
C28 1.421 -1.324 -5.419  -0.238
O3 1.977 -1.222 -6.728  -0.073
O4 -0.163 0.380 -6.199  -0.087
H63 -0.430 -0.669 -4.361  0.092
H64 -0.608 -1.613 -5.862  0.126
H65 1.486 -2.363 -5.123  0.111
H66 2.064 -0.734 -4.739  0.095
H67 1.892 -0.285 -7.009  0.046
H68 -0.907 0.244 -6.786  0.100
C29 -0.757 4.362 -5.123  -0.196
C30 -0.989 3.273 -4.091  -0.234
O5 0.028 2.310 -4.053  -0.107
O6 -1.225 3.992 -6.461  -0.069
H69 0.309 4.632 -5.143  0.127
H70 -1.301 5.236 -4.752  0.116
H71 -1.959 2.822 -4.320  0.121
H72 -1.050 3.718 -3.091  0.098
H73 -0.153 1.698 -4.808  0.059
H74 -0.523 3.539 -6.939  0.077
C31 -1.705 4.925 -0.039  -0.222
C32 -0.273 5.150 -0.386  -0.240
O7 -0.155 6.468 -0.905  -0.065
O8 -2.415 4.142 -0.957  -0.078
H75 -2.250 5.829 0.242  0.133
H76 -1.740 4.335 0.884  0.111
H77 0.086 4.455 -1.144  0.094
H78 0.337 5.073 0.513  0.129
H79 0.729 6.786 -0.696  0.082
H80 -2.455 4.609 -1.802  0.101
C33 -3.864 0.320 -2.843  -0.161
C34 -4.113 1.002 -1.508  -0.244
O9 -2.843 1.445 -1.066  -0.116
O10 -2.793 -0.749 -2.772  -0.117
H81 -3.500 1.082 -3.559  0.104
H82 -4.760 -0.157 -3.242  0.114
H83 -4.446 0.335 -0.712  0.114
H84 -4.777 1.865 -1.652  0.127
H85 -2.764 2.405 -0.846  0.055
H86 -2.148 -0.466 -2.087  0.047
O11 1.133 2.025 -0.485  -0.017
C35 0.610 0.929 -0.688  -0.562
N1 0.528 0.355 -1.892  0.192
C36 -0.053 0.171 0.431  0.017
H87 0.672 0.964 -2.700  0.085
H88 0.338 -0.654 -1.997  0.067
H89 -0.193 0.853 1.254  0.073
H90 0.514 -0.705 0.758  0.079
H91 -0.998 -0.164 -0.002  0.071
O12 4.067 -3.401 -2.637  -0.016
C37 4.327 -2.192 -2.521  -0.527
N2 3.388 -1.310 -2.071  0.177
C38 5.659 -1.619 -3.052  0.007
H92 2.436 -1.655 -2.030  0.042
H93 3.534 -0.323 -2.076  0.084
H94 5.887 -0.639 -2.643  0.070
H95 5.603 -1.698 -4.133  0.077
H96 6.439 -2.305 -2.717  0.080
O13 2.917 1.354 -7.266  -0.003
C39 3.464 1.498 -6.154  -0.542
N3 2.769 1.818 -5.023  0.197
C40 4.962 1.411 -6.005  0.004
H97 3.267 1.996 -4.175  0.085
H98 1.761 1.811 -5.001  0.064
H99 5.359 1.983 -5.167  0.077
H100 5.403 1.757 -6.933  0.084
H101 5.246 0.365 -5.859  0.080
O14 0.800 -2.456 -2.074  -0.049
C41 0.509 -3.596 -2.491  -0.516
N4 1.411 -4.609 -2.468  0.188
C42 -0.862 -3.901 -3.102  0.019
H102 1.107 -5.543 -2.623  0.104
H103 2.375 -4.382 -2.159  0.085
H104 -1.516 -3.048 -2.967  0.065
H105 -1.242 -4.845 -2.714  0.072
H106 -0.725 -4.059 -4.176  0.086

# 3
A structure of composition C5H8HoLiO3. Source: the OMol25 dataset; level of theory: ωB97M-V with the def2-TZVPD basis set.

Molecular weight in g mol⁻¹: 287.99
Spin multiplicity: 6
Energy in hartree: -1375.39279
Total charge: +3
Frontier orbital gap (spin up / spin down) in Eh: 0.2138 / 0.1511
⟨S²⟩: 8.76
LUMO (spin up / spin down) in eV: -14.8 / -16.5
Highest occupied orbital energy (spin up / spin down) in eV: -20.630 / -20.631

Last column: Löwdin spin population.
CARTESIAN COORDINATES (ANGSTROEM)
C1 -2.973 3.365 -1.947  0.192
C2 -2.798 2.431 -2.868  0.588
H1 -3.639 3.236 -1.086  0.023
H2 -2.411 4.310 -2.008  0.040
H3 -2.427 2.436 -3.899  0.053
Ho1 -1.902 0.326 -1.690  4.117
O1 0.710 -1.565 1.427  -0.001
Li1 0.077 -2.464 3.192  0.000
O2 -1.353 -1.819 2.031  -0.001
C3 -0.601 -1.356 1.166  0.000
O3 -0.919 -0.746 0.118  -0.011
C4 1.732 -1.165 0.496  0.000
C5 3.067 -1.235 1.196  0.000
H4 1.698 -1.843 -0.368  0.000
H5 1.514 -0.144 0.155  0.000
H6 3.029 -1.925 2.048  0.000
H7 3.819 -1.601 0.485  0.000
H8 3.378 -0.243 1.550  0.000

# 4
The molecule C4H4N2O2. Source: the OMol25 dataset; level of theory: ωB97M-V with the def2-TZVPD basis set.

Molecular weight in g mol⁻¹: 112.09
Spin multiplicity: 1
Energy in hartree: -414.64100
Frontier orbital gap in Eh: 0.3279
LUMO in eV: -0.2
Highest occupied orbital energy in eV: -9.161

Last column: Löwdin charge in e.
CARTESIAN COORDINATES (ANGSTROEM)
O1 1.127 -1.884 2.065  0.160
C1 0.673 -0.975 1.440  -0.385
N1 -0.510 -1.003 0.684  0.055
C2 -1.181 -0.328 -0.249  -0.147
C3 -0.646 0.748 -1.079  -0.047
C4 0.828 1.145 -0.829  -0.155
N2 1.512 1.064 0.280  0.024
O2 0.906 0.551 1.489  -0.094
H1 -0.469 -2.057 0.445  0.195
H2 -2.237 -0.612 -0.767  0.157
H3 -1.170 1.472 -1.758  0.092
H4 1.167 1.879 -1.720  0.146